The following is a DFT calculation (ωB97M-V with the def2-TZVPD basis set) of a cluster of 7 separate species, C39H89F3N5O8 in total in a non-equilibrium geometry.

Results
- Net charge: +4
- HOMO (alpha / beta): -16.18 / -16.18 eV
- Orbital gap (alpha / beta): 6.865 / 5.221 eV
- 2S+1: 2
- Total energy: -73823.8681 eV
- LUMO level (alpha / beta): -9.32 / -10.96 eV
- ⟨S²⟩: 0.754

Atoms and positions in Å:
C (-0.4491, 0.4531, -2.1075)
C (0.3258, -0.2343, -1.0037)
O (0.1874, -1.4492, -1.0438)
O (1.2618, 0.3365, -0.3014)
H (-1.3056, 0.6942, -1.4780)
H (-0.6577, -0.0015, -3.0760)
H (0.0112, 1.4174, -2.3230)
C (6.7312, 4.2242, 2.5728)
C (5.4459, 3.4442, 2.2844)
C (4.3065, 4.4510, 2.0818)
C (3.0694, 3.9343, 1.3112)
N (1.6534, 3.9146, 2.0049)
C (1.4583, 5.3948, 2.2924)
C (0.6662, 5.9422, 1.2110)
C (-0.2261, 4.9182, 0.6757)
C (0.4173, 3.6305, 1.0644)
C (1.4563, 3.0821, 3.4085)
C (1.9655, 1.6441, 3.3871)
C (2.0284, 0.8998, 4.7212)
H (7.5744, 3.5737, 2.8049)
H (6.5980, 4.7456, 3.5207)
H (7.2781, 4.7597, 1.7967)
H (5.1235, 2.7581, 3.0675)
H (5.6684, 2.7383, 1.4842)
H (4.7168, 5.1854, 1.3887)
H (3.9712, 4.8434, 3.0419)
H (3.3087, 2.9988, 0.8056)
H (2.9867, 4.7065, 0.5463)
H (0.8379, 5.4170, 3.1883)
H (2.4042, 5.8278, 2.6177)
H (0.0646, 6.7326, 1.6598)
H (1.2990, 6.4055, 0.4540)
H (-1.1970, 4.9289, 1.1711)
H (-0.3049, 4.8524, -0.4094)
H (-0.2234, 2.9287, 1.5983)
H (0.8323, 3.1208, 0.1949)
H (0.4058, 3.2184, 3.6657)
H (2.2403, 3.5122, 4.0316)
H (2.9114, 1.5882, 2.8485)
H (1.2640, 1.0151, 2.8389)
H (2.8662, 1.2303, 5.3352)
H (1.7319, -0.1490, 4.7263)
H (1.2063, 1.2858, 5.3239)
C (-2.4230, -0.4540, 1.4154)
C (-2.0594, -0.3204, 2.8168)
O (-1.0463, -0.7989, 3.2991)
N (-3.0645, 0.4588, 3.7113)
H (-2.9940, 1.4650, 3.6600)
H (-3.9571, 0.3245, 3.2580)
C (-3.1480, -0.0420, 5.1183)
H (-3.1365, -1.2572, 1.2309)
H (-1.6109, -0.9611, 0.8944)
H (-2.8134, 0.5016, 1.0655)
H (-2.1589, 0.0719, 5.5621)
H (-3.4094, -1.0940, 5.0042)
H (-3.7576, 0.7873, 5.4771)
C (2.1905, 3.4889, -2.6053)
C (1.4139, 3.6866, -3.9312)
O (0.8920, 2.7621, -4.5513)
N (1.2697, 5.1594, -4.4725)
H (0.2612, 5.2138, -4.4812)
H (1.4137, 5.7599, -3.6733)
C (1.9214, 5.2570, -5.8677)
H (1.6772, 2.7063, -2.0466)
H (2.4252, 4.3619, -1.9964)
H (3.0880, 3.0018, -2.9867)
H (2.9894, 5.0902, -5.7275)
H (1.6934, 6.2715, -6.1946)
H (1.6279, 4.5206, -6.6159)
C (-0.4309, -3.9829, -3.5920)
C (-1.9647, -3.6660, -3.4689)
N (-2.8500, -4.8628, -2.7825)
C (-2.6168, -6.2714, -3.4986)
C (-2.3889, -4.8455, -1.3122)
C (-3.1589, -5.9135, -0.5200)
C (-4.3295, -4.4614, -2.9621)
C (-4.8825, -3.1933, -2.3339)
O (-4.1952, -2.0659, -2.8419)
C (-4.1043, -0.9589, -1.9162)
H (-0.4057, -4.7863, -4.3282)
H (0.0937, -4.2467, -2.6737)
H (0.0933, -3.1225, -4.0078)
H (-2.3889, -3.3829, -4.4323)
H (-1.9613, -2.8552, -2.7405)
H (-3.5301, -6.8323, -3.3000)
H (-1.6322, -6.6490, -3.2229)
H (-2.6688, -5.9979, -4.5525)
H (-2.6850, -3.8741, -0.9163)
H (-1.3238, -5.0516, -1.2068)
H (-2.9873, -6.8153, -1.1078)
H (-4.2411, -5.8156, -0.4346)
H (-2.7161, -6.1539, 0.4465)
H (-4.8819, -5.3427, -2.6360)
H (-4.4894, -4.4567, -4.0403)
H (-4.9690, -3.2449, -1.2485)
H (-5.9092, -3.2717, -2.6914)
H (-3.4173, -0.1891, -2.2678)
H (-3.4039, -1.1897, -1.1136)
H (-4.9979, -0.4981, -1.4952)
C (4.7115, -5.0366, 2.5785)
C (3.5210, -4.0871, 2.8683)
N (2.6239, -3.5977, 1.5825)
C (3.4244, -2.4421, 0.8494)
C (2.4680, -4.7992, 0.6603)
C (1.4764, -4.4601, -0.4084)
C (1.3916, -2.9037, 2.1368)
C (0.3948, -3.7892, 2.9534)
O (0.4716, -5.1594, 2.5854)
C (-0.3704, -6.0507, 3.2037)
H (5.0977, -5.4619, 3.5048)
H (5.5988, -4.5578, 2.1644)
H (4.4959, -5.9234, 1.9825)
H (3.6797, -3.2198, 3.5091)
H (2.7834, -4.7101, 3.3742)
H (3.7120, -1.6867, 1.5807)
H (2.6937, -1.8835, 0.2645)
H (4.2551, -2.7056, 0.1948)
H (2.3220, -5.7437, 1.1844)
H (3.3806, -4.8229, 0.0647)
H (1.7151, -3.6228, -1.0643)
H (0.4835, -4.2192, -0.0287)
H (1.4703, -5.2798, -1.1268)
H (0.8778, -2.4644, 1.2817)
H (1.7651, -2.0458, 2.6959)
H (-0.5509, -3.3713, 2.6085)
H (0.5416, -3.7749, 4.0334)
H (-0.3239, -6.0879, 4.2920)
H (-0.2171, -7.0346, 2.7602)
H (-1.3978, -5.8518, 2.8987)
C (-2.6572, 4.2420, -4.0172)
O (-2.6953, 4.4606, -2.5896)
O (-1.5133, 4.9880, -4.4766)
C (-3.0504, 2.8412, -4.6010)
F (-2.8809, 1.7959, -3.8161)
F (-4.3942, 2.7304, -5.0496)
F (-2.4522, 2.5739, -5.7843)
C (-4.0388, 4.3800, -2.0830)
C (-3.9475, 4.5446, -0.5723)
H (-3.6661, 3.6512, -0.0147)
H (-3.3385, 5.4010, -0.2828)
H (-4.9304, 4.8585, -0.2208)
H (-4.6123, 3.4775, -2.2940)
H (-4.6870, 5.1666, -2.4693)
H (-3.4824, 4.7986, -4.4615)


The following is a DFT calculation (ωB97M-V with the def2-TZVPD basis set) of a structure of composition C39H90B4F16N6O6Pd in a non-equilibrium geometry.

Results
- Net charge: +4
- HOMO: -16.47 eV
- Energy relative to the best compared isomer or geometry (same formula, charge and spin): 0.0 kcal/mol
- Orbital gap: 7.867 eV
- 2S+1: 3
- Total energy: -112776.2655 eV
- LUMO level: -8.60 eV
- ⟨S²⟩: 2.002

Atoms and positions in Å:
Pd (0.9928, 0.6948, 0.2136)
C (-0.7636, -2.1541, -5.4796)
C (-0.6614, -0.5465, -5.5174)
C (-1.9722, 0.1536, -5.3484)
O (-1.5404, 1.5472, -5.2776)
C (-2.6926, 2.3929, -5.1842)
N (0.3136, -0.1278, -4.5291)
H (0.1914, 0.9432, -4.3705)
H (0.1542, -0.5390, -3.6039)
H (1.2519, -0.3951, -4.7772)
H (0.2463, -2.5475, -5.4439)
H (-1.1798, -2.6069, -6.3716)
H (-1.2928, -2.6619, -4.6946)
H (-0.1994, -0.2138, -6.4409)
H (-2.4340, -0.0306, -4.3412)
H (-2.7513, -0.1131, -6.0445)
H (-2.3885, 3.4060, -5.2793)
H (-3.2422, 2.1476, -4.2387)
H (-3.3730, 2.0772, -5.9802)
C (-5.9541, -12.2218, -8.8746)
C (-4.6497, -11.5916, -9.2390)
C (-3.6787, -11.3354, -8.1270)
O (-2.9427, -12.5090, -7.8885)
C (-2.1889, -12.3593, -6.6542)
N (-3.8992, -12.4608, -10.2049)
H (-3.2911, -12.0132, -10.9369)
H (-3.3295, -13.0049, -9.5533)
H (-4.5495, -13.0905, -10.6853)
H (-6.6615, -12.3002, -9.6968)
H (-6.3784, -11.6069, -8.1231)
H (-5.6924, -13.2030, -8.4517)
H (-4.8432, -10.6631, -9.6919)
H (-4.2984, -10.9528, -7.2841)
H (-3.0209, -10.5199, -8.4777)
H (-1.8447, -11.3999, -6.6997)
H (-1.3717, -13.0921, -6.7967)
H (-2.8054, -12.5767, -5.7730)
C (4.4317, -4.2284, -1.1377)
C (5.2462, -3.0009, -1.3617)
C (5.7137, -2.8064, -2.8438)
O (5.8794, -1.4313, -2.9643)
C (6.4423, -0.9695, -4.2289)
N (4.3382, -1.8168, -1.0958)
H (4.7177, -0.8824, -1.3763)
H (3.5898, -1.9931, -1.7722)
H (3.8394, -1.8748, -0.1945)
H (5.0698, -5.1044, -1.2875)
H (3.6930, -4.3779, -1.9064)
H (4.0098, -4.1940, -0.1113)
H (6.0555, -2.9320, -0.6343)
H (4.9357, -3.1401, -3.5066)
H (6.6562, -3.4351, -3.0993)
H (7.4345, -1.3599, -4.3988)
H (6.4081, 0.1332, -4.1368)
H (5.8620, -1.3352, -5.0440)
C (-3.6969, 1.6859, 3.8825)
C (-4.0331, 0.4742, 3.1087)
C (-2.9095, -0.5961, 3.1290)
C (-3.3775, -1.9207, 2.7044)
C (-4.3683, -2.4988, 3.6648)
C (-5.6862, -1.7609, 3.7729)
N (-5.3154, -0.1959, 3.7289)
O (-6.0578, 0.5266, 4.1567)
C (-6.1484, -1.9842, 5.2513)
C (-6.6934, -2.1775, 2.8158)
C (-4.6502, 0.7679, 1.7107)
H (-2.6804, 1.9466, 3.7781)
H (-3.8050, 1.4477, 4.9641)
H (-4.2871, 2.5810, 3.6562)
H (-2.5744, -0.5941, 4.1758)
H (-2.1199, -0.1721, 2.4382)
H (-2.5579, -2.6066, 2.6196)
H (-3.7789, -1.9378, 1.6921)
H (-3.9981, -2.4634, 4.6792)
H (-4.6533, -3.5134, 3.4645)
H (-6.2592, -3.0374, 5.3185)
H (-7.1515, -1.5374, 5.3610)
H (-5.5173, -1.5857, 6.0763)
H (-6.9342, -3.2212, 2.9979)
H (-6.4663, -2.0043, 1.7539)
H (-7.6476, -1.7149, 2.9811)
H (-4.9653, -0.0892, 1.1641)
H (-3.8875, 1.2398, 1.1354)
H (-5.4497, 1.4514, 1.7930)
C (3.9252, 0.9629, 11.0217)
C (4.1136, 2.3806, 10.4542)
C (5.0724, 2.4893, 9.3593)
C (4.6007, 1.9756, 8.0254)
C (3.2384, 2.5574, 7.6241)
C (2.1003, 2.5253, 8.6632)
N (2.7218, 2.8979, 10.0142)
O (2.0565, 3.5820, 10.7271)
C (1.3634, 1.0848, 8.8521)
C (1.0207, 3.5860, 8.3089)
C (4.6456, 3.3199, 11.5818)
H (4.5467, 0.8074, 11.9284)
H (4.2930, 0.2509, 10.3748)
H (2.9343, 0.6300, 11.3069)
H (6.0116, 2.0454, 9.6150)
H (5.2675, 3.5721, 9.2414)
H (4.4863, 0.8921, 8.1361)
H (5.1976, 2.2376, 7.0662)
H (2.7690, 2.2163, 6.5767)
H (3.3807, 3.6952, 7.4402)
H (2.1776, 0.3475, 8.7818)
H (0.6500, 0.9721, 8.0707)
H (0.8588, 1.0445, 9.7754)
H (0.5691, 3.2801, 7.3536)
H (1.1745, 4.6320, 8.3341)
H (0.1851, 3.5215, 8.9855)
H (5.5605, 2.9958, 12.0539)
H (3.9492, 3.4784, 12.4929)
H (4.8609, 4.2407, 11.0801)
C (0.8082, 4.9494, -1.1169)
C (0.8094, 5.8007, -2.3819)
C (-0.6600, 5.8179, -2.9669)
C (-0.9683, 7.0486, -3.8912)
C (-0.6890, 8.3738, -3.0923)
C (0.8236, 8.4927, -2.9480)
N (1.2748, 7.2119, -2.0472)
O (1.9637, 7.3249, -1.1048)
C (1.2094, 9.7002, -2.0092)
C (1.8292, 8.5732, -4.1772)
C (1.8877, 5.1716, -3.3553)
H (0.3594, 4.0649, -1.4112)
H (0.2767, 5.4644, -0.2563)
H (1.7661, 4.9491, -0.7010)
H (-1.3782, 5.8416, -2.0737)
H (-0.7790, 4.8473, -3.4325)
H (-2.0126, 6.9889, -4.1980)
H (-0.3188, 7.0586, -4.7320)
H (-1.2771, 8.4104, -2.1725)
H (-1.0038, 9.2328, -3.7193)
H (0.8706, 10.6897, -2.4220)
H (2.3039, 9.7667, -1.8172)
H (0.7684, 9.5354, -1.0280)
H (1.8244, 9.6983, -4.4304)
H (1.7562, 7.9261, -5.0842)
H (2.8388, 8.3751, -3.7402)
H (1.5486, 4.1612, -3.6208)
H (2.9064, 5.2610, -2.9140)
H (1.9508, 5.7016, -4.3018)
B (-0.1118, -1.7910, -1.0211)
F (-0.1883, -3.0932, -0.5082)
F (-0.9270, -0.8305, -0.2869)
F (1.2236, -1.2528, -0.7007)
F (-0.3274, -1.7021, -2.3319)
B (2.9797, -0.3205, 1.9840)
F (3.1235, 0.4690, 0.6667)
F (2.8543, -1.6882, 1.5250)
F (3.9472, 0.0276, 2.9294)
F (1.6842, 0.0840, 2.3767)
B (-0.7022, 2.6300, 1.1233)
F (-1.1552, 2.7054, -0.2726)
F (0.7613, 2.7061, 0.9861)
F (-1.1983, 3.5515, 1.9046)
F (-0.9449, 1.3600, 1.6248)
B (2.2064, 1.2008, -2.6704)
F (0.9269, 1.2641, -1.8220)
F (2.4985, -0.1045, -3.0119)
F (1.8407, 2.0501, -3.7399)
F (3.1768, 1.7900, -1.8615)


The following is a DFT calculation (ωB97M-V with the def2-TZVPD basis set) of a cluster of 13 separate species, C39H91N13O13 in total in a non-equilibrium geometry.

Results
- HOMO: -8.96 eV
- Energy relative to the best compared isomer or geometry (same formula, charge and spin): 45.1 kcal/mol
- Orbital gap: 9.141 eV
- 2S+1: 1
- Total energy: -87913.1074 eV
- LUMO level: 0.18 eV

Atoms and positions in Å:
C (-2.2067, 5.5505, -4.5663)
C (-2.6489, 4.9577, -3.2754)
O (-3.8255, 4.7244, -3.0506)
N (-1.6993, 4.8342, -2.3637)
C (-1.9419, 4.3210, -1.0847)
H (-1.1624, 5.2685, -4.8403)
H (-2.2386, 6.5986, -4.3314)
H (-2.9032, 5.3910, -5.3286)
H (-0.7251, 5.0947, -2.5997)
H (-2.8658, 4.7240, -0.6136)
H (-1.0547, 4.4376, -0.4237)
H (-2.1644, 3.2702, -1.1210)
C (-5.6288, -2.5020, 0.8620)
C (-5.7304, -3.4617, -0.2871)
O (-5.4741, -4.6374, -0.1713)
N (-6.0907, -2.9030, -1.4700)
C (-6.3373, -3.8485, -2.5821)
H (-5.8198, -1.4856, 0.5630)
H (-4.6581, -2.5922, 1.3334)
H (-6.3335, -2.7852, 1.6989)
H (-6.0189, -1.8932, -1.5624)
H (-5.7067, -3.6646, -3.3920)
H (-7.2793, -3.6798, -3.0081)
H (-6.1638, -4.8141, -2.1387)
C (-2.6581, -5.6257, 0.9089)
C (-1.7770, -4.4877, 0.5029)
O (-2.2269, -3.5249, -0.1417)
N (-0.4491, -4.7546, 0.6733)
C (0.4981, -3.5886, 0.6386)
H (-2.0919, -6.5589, 1.0805)
H (-3.4209, -5.7950, 0.1238)
H (-3.3130, -5.3542, 1.7540)
H (-0.3327, -5.5444, 1.2707)
H (-0.0435, -2.7261, 0.9961)
H (0.9815, -3.4316, -0.3168)
H (1.3409, -3.8798, 1.3455)
C (-3.7230, 1.4815, -3.4620)
C (-4.5784, 1.1444, -2.2385)
O (-4.9642, 0.0107, -1.9558)
N (-4.7834, 2.1637, -1.3633)
C (-5.6021, 2.0213, -0.2191)
H (-2.8211, 0.9234, -3.3974)
H (-3.3618, 2.4938, -3.3995)
H (-4.2104, 1.2969, -4.4368)
H (-4.6009, 3.1400, -1.7715)
H (-6.6538, 2.0143, -0.4343)
H (-5.4132, 2.8521, 0.4345)
H (-5.3335, 0.9686, 0.1572)
C (4.4906, -1.1635, -0.3040)
C (5.2037, -0.6608, 0.8786)
O (4.6793, 0.1028, 1.7260)
N (6.4629, -1.1176, 0.9835)
C (7.3708, -0.9489, 2.1478)
H (3.7534, -0.4910, -0.6246)
H (3.8724, -2.0117, 0.0479)
H (5.1118, -1.4994, -1.1238)
H (6.7424, -1.6334, 0.1136)
H (8.1964, -0.2735, 1.9036)
H (7.7126, -1.8684, 2.4854)
H (6.7195, -0.4675, 2.9005)
C (4.1825, -3.5493, -3.6584)
C (3.5752, -2.2029, -4.1177)
O (3.7813, -1.2053, -3.4513)
N (2.9069, -2.3341, -5.2710)
C (2.4549, -1.1629, -6.0150)
H (3.4087, -4.3346, -3.8195)
H (4.3822, -3.4942, -2.5590)
H (5.1453, -3.8570, -4.1418)
H (2.5354, -3.2305, -5.5799)
H (3.2258, -0.4411, -5.9090)
H (1.4859, -0.7314, -5.6448)
H (2.3503, -1.3580, -7.0594)
C (0.0953, -3.4015, 4.5675)
C (-1.2538, -2.9613, 4.1220)
O (-1.8414, -3.6434, 3.2845)
N (-1.6813, -1.8030, 4.6004)
C (-2.8778, -1.1438, 4.2159)
H (0.7792, -2.5896, 4.3955)
H (0.3228, -4.2654, 3.9413)
H (0.1566, -3.7589, 5.6036)
H (-0.9580, -1.2377, 5.0133)
H (-3.6526, -1.1698, 4.9950)
H (-3.2845, -1.6035, 3.3110)
H (-2.7227, -0.0598, 4.1477)
C (-0.7569, -6.0526, -3.2503)
C (-0.6756, -4.7005, -3.8608)
O (0.3235, -4.1109, -4.2705)
N (-1.8437, -4.0753, -3.9539)
C (-3.0601, -4.4048, -3.2620)
H (0.1973, -6.5291, -3.2596)
H (-1.5702, -6.5672, -3.7592)
H (-1.1523, -5.9537, -2.2169)
H (-1.6239, -3.0667, -4.0751)
H (-3.3644, -5.4384, -3.5095)
H (-3.8674, -3.7442, -3.5808)
H (-2.8675, -4.4270, -2.2227)
C (1.4957, 2.2523, -0.0453)
C (1.9738, 2.9493, 1.1920)
O (1.3030, 3.8204, 1.7788)
N (3.2486, 2.6612, 1.5366)
C (3.9839, 3.2767, 2.6109)
H (1.9034, 2.8652, -0.8822)
H (0.4112, 2.1888, -0.0349)
H (1.8157, 1.2282, -0.0372)
H (3.7347, 1.8466, 1.1608)
H (4.8944, 2.7067, 2.7330)
H (3.5366, 3.3030, 3.6626)
H (4.2246, 4.3392, 2.4420)
C (2.2249, 6.1329, 5.9752)
C (2.0326, 4.6835, 5.9065)
O (2.6478, 3.9388, 6.6894)
N (1.1956, 4.1975, 5.0226)
C (0.8327, 2.7847, 4.9685)
H (2.1746, 6.4883, 4.9939)
H (3.2303, 6.2935, 6.4283)
H (1.3710, 6.5315, 6.5656)
H (0.7449, 4.7637, 4.3302)
H (-0.1689, 2.6358, 5.2590)
H (1.5415, 2.2597, 5.5551)
H (0.9526, 2.4309, 3.9448)
C (3.2639, 5.8807, -0.7951)
C (2.3473, 5.2204, -1.8114)
O (1.1525, 5.4475, -1.8035)
N (2.9353, 4.4507, -2.7538)
C (2.2297, 3.6813, -3.8075)
H (2.7361, 5.8235, 0.1768)
H (3.2851, 6.9707, -0.9003)
H (4.3157, 5.5652, -0.7951)
H (3.9049, 4.3560, -2.7012)
H (1.4249, 3.0892, -3.3858)
H (2.9224, 3.1036, -4.3344)
H (1.7665, 4.3467, -4.5521)
C (3.3430, 0.0677, 5.3694)
C (1.9925, -0.1585, 4.7185)
O (1.0633, -0.7102, 5.3341)
N (1.8522, 0.1837, 3.4363)
C (0.7009, 0.3067, 2.6043)
H (3.6499, 1.1471, 5.1831)
H (4.0879, -0.6504, 5.0170)
H (3.2769, -0.1782, 6.4013)
H (2.7065, 0.4906, 3.0135)
H (0.5483, 1.3813, 2.4660)
H (-0.0995, -0.0450, 3.2355)
H (0.7871, -0.3362, 1.7662)
C (0.1468, -0.8706, -2.2781)
C (-0.7415, -0.0640, -1.2654)
O (-0.9076, 1.1327, -1.5583)
N (-1.3561, -0.7199, -0.2872)
C (-2.4176, -0.1211, 0.5151)
H (-0.1313, -1.9154, -2.2793)
H (1.2130, -0.8216, -2.0652)
H (-0.0156, -0.4016, -3.2581)
H (-1.4278, -1.6894, -0.4277)
H (-2.0911, 0.0230, 1.5170)
H (-3.1945, -0.8366, 0.5729)
H (-2.9298, 0.7697, 0.0969)